{"formula": "C8H32F4Mn2N16O12P2", "method": "ωB97M-V/def2-TZVPD", "charge": 2, "homo_energy_ev": [-12.8606, -12.8606], "multiplicity": 11, "mol_weight_g_mol": 792.3, "e_tot_ev": -149321.4601, "homo_lumo_gap_ha": [0.240, 0.241], "elements": ["Mn", "Mn", "O", "P", "O", "F", "F", "O", "P", "O", "F", "F", "C", "O", "N", "N", "H", "H", "H", "H", "C", "O", "N", "N", "H", "H", "H", "H", "C", "O", "N", "N", "H", "H", "H", "H", "C", "O", "N", "N", "H", "H", "H", "H", "C", "O", "N", "N", "H", "H", "H", "H", "C", "O", "N", "N", "H", "H", "H", "H", "C", "O", "N", "N", "H", "H", "H", "H", "C", "O", "N", "N", "H", "H", "H", "H"], "coordinates": [[-1.52176, 2.82132, -0.01752], [3.99138, 1.20592, 0.10095], [2.79649, 2.73040, 0.69609], [1.76979, 3.79329, 0.96936], [0.31606, 3.64144, 0.72989], [2.32255, 4.92719, -0.04065], [1.93368, 4.37337, 2.42895], [2.07570, 0.08418, -0.03246], [0.58589, 0.06715, -0.11778], [-0.24913, 1.21083, 0.32618], [0.02291, -1.19655, 0.72192], [0.26985, -0.39282, -1.67109], [-2.72520, -3.10310, 2.51975], [-3.77354, -3.50749, 3.03522], [-2.58441, -2.93055, 1.18108], [-1.73447, -2.61807, 3.30284], [-1.72025, -2.61831, 0.78004], [-3.34509, -3.14429, 0.56325], [-1.98882, -2.46055, 4.26269], [-1.28527, -1.91604, 2.73728], [-3.44525, -0.01272, -1.14264], [-2.92551, 0.94967, -0.55840], [-2.72802, -0.62852, -2.13353], [-4.57552, -0.64053, -0.78862], [-2.98787, -1.53693, -2.47633], [-1.79624, -0.28387, -2.26579], [-5.06072, -1.19348, -1.47764], [-5.18199, -0.23517, -0.09263], [2.48247, -2.30307, -3.57915], [3.20372, -1.91267, -2.66286], [2.93638, -2.89904, -4.71417], [1.13849, -2.18865, -3.53718], [2.34056, -3.33349, -5.39608], [3.86535, -3.28897, -4.68740], [0.67717, -1.61879, -2.84229], [0.70977, -2.36702, -4.42979], [-0.10795, 3.60975, -2.78041], [-0.50925, 2.82297, -1.89485], [0.92551, 4.45008, -2.66744], [-0.82911, 3.86532, -3.90889], [1.61920, 4.34493, -1.94181], [1.09080, 5.03953, -3.45921], [-1.46894, 3.15722, -4.23325], [-0.59331, 4.57239, -4.57961], [1.21675, -4.85827, 2.33178], [1.77725, -4.96223, 3.42707], [0.72690, -3.70729, 1.83992], [0.84439, -6.00057, 1.69909], [0.81155, -2.87164, 2.38720], [0.54907, -3.51454, 0.87036], [1.27344, -6.86251, 1.97868], [0.33604, -5.83084, 0.84767], [1.13806, 0.74294, 3.69956], [1.84917, 0.98609, 2.72706], [0.23348, -0.27464, 3.70457], [1.11350, 1.49692, 4.81571], [0.26845, -0.79098, 2.84607], [-0.38336, -0.49803, 4.46025], [0.68366, 1.16121, 5.65807], [1.83445, 2.19982, 4.84867], [3.25503, 1.67039, -3.06710], [3.56568, 1.74504, -1.85414], [2.35761, 0.81169, -3.53510], [3.74315, 2.52719, -3.98513], [2.38642, 0.80237, -4.53868], [2.04490, -0.01314, -3.04879], [4.53145, 3.06766, -3.66581], [3.35568, 2.53219, -4.90736], [-2.73868, 1.72541, 2.88067], [-2.30794, 2.38238, 1.92364], [-3.34006, 0.52107, 2.70829], [-2.60493, 2.03800, 4.18482], [-3.36696, 0.17527, 1.76210], [-3.74013, -0.03242, 3.44290], [-3.05129, 1.37116, 4.78552], [-2.29882, 2.92408, 4.54642]]}